C33H58CrF9O25 as an isolated structure in a non-equilibrium geometry. Source: the Open Molecules 2025 dataset; level of theory: wB97M-V/def2-TZVPD.

Calculated values
2S+1   5
Energy   -139218.142 eV
Kohn-Sham gap (spin up / spin down)   8.1625 / 8.1699 eV
Total charge   +1

Cartesian coordinates (Å):
Cr (19.976, 2.330, 19.948)
C (20.539, 6.259, 18.590)
C (19.418, 5.727, 19.505)
C (18.130, 6.464, 19.203)
O (19.312, 4.324, 19.434)
H (20.399, 6.083, 17.524)
H (21.476, 5.817, 18.928)
H (20.635, 7.316, 18.837)
H (19.756, 6.114, 20.466)
H (17.365, 6.265, 19.954)
H (17.714, 6.317, 18.206)
H (18.328, 7.534, 19.263)
C (23.499, 9.130, 18.258)
C (23.387, 9.331, 16.672)
O (22.943, 10.606, 16.089)
C (23.848, 11.638, 15.796)
O (25.052, 11.596, 16.031)
C (23.111, 12.772, 14.926)
F (22.819, 12.327, 13.708)
F (21.874, 13.003, 15.486)
F (23.886, 13.815, 14.739)
H (22.610, 9.576, 18.705)
H (24.453, 9.491, 18.641)
H (23.426, 8.070, 18.504)
H (22.652, 8.613, 16.307)
H (24.295, 8.856, 16.300)
C (14.982, 4.572, 16.052)
C (15.872, 5.734, 15.824)
O (15.748, 6.099, 14.498)
C (14.866, 7.089, 14.111)
O (14.214, 7.788, 14.896)
C (14.745, 7.365, 12.625)
F (13.491, 7.273, 12.130)
F (15.312, 8.543, 12.361)
F (15.448, 6.509, 11.957)
H (13.953, 4.811, 15.783)
H (14.909, 4.501, 17.137)
H (15.430, 3.671, 15.634)
H (16.861, 5.347, 16.071)
H (15.588, 6.583, 16.446)
C (17.900, 9.565, 17.031)
C (19.189, 9.021, 16.395)
O (18.900, 8.924, 15.019)
C (19.876, 8.417, 14.153)
O (20.969, 7.898, 14.455)
C (19.458, 8.705, 12.724)
F (18.662, 7.801, 12.187)
F (18.692, 9.804, 12.701)
F (20.481, 8.833, 11.842)
H (17.922, 9.940, 18.055)
H (17.124, 8.799, 17.025)
H (17.523, 10.438, 16.499)
H (19.455, 8.043, 16.795)
H (19.984, 9.759, 16.501)
C (22.940, 5.493, 21.730)
O (23.675, 4.390, 21.255)
C (23.218, 3.174, 20.833)
O (22.032, 2.869, 20.599)
O (24.339, 2.434, 20.680)
C (24.217, 1.091, 20.429)
H (22.163, 5.166, 22.420)
H (22.455, 6.067, 20.940)
H (23.585, 6.248, 22.179)
H (24.169, 0.614, 21.408)
H (25.150, 0.785, 19.957)
H (23.425, 0.835, 19.725)
C (12.635, 10.875, 18.804)
O (13.884, 10.247, 18.888)
C (14.156, 9.637, 20.033)
O (13.337, 9.278, 20.902)
O (15.443, 9.813, 20.117)
C (16.111, 9.439, 21.313)
H (12.569, 11.864, 19.258)
H (11.859, 10.253, 19.248)
H (12.458, 10.979, 17.733)
H (16.064, 8.352, 21.384)
H (15.822, 10.096, 22.133)
H (17.180, 9.463, 21.098)
C (16.416, 3.661, 20.429)
O (16.005, 2.332, 19.890)
C (16.777, 1.410, 19.593)
O (18.038, 1.422, 19.785)
O (16.080, 0.415, 19.040)
C (16.670, -0.787, 18.618)
H (16.392, 4.304, 19.549)
H (17.286, 3.539, 21.074)
H (15.572, 4.097, 20.963)
H (17.191, -1.218, 19.474)
H (17.415, -0.643, 17.836)
H (15.971, -1.545, 18.265)
C (21.873, 6.617, 26.552)
O (21.350, 6.587, 25.253)
C (21.134, 7.775, 24.498)
O (21.378, 8.899, 24.798)
O (20.483, 7.295, 23.417)
C (19.784, 8.252, 22.525)
H (22.584, 7.443, 26.550)
H (22.260, 5.663, 26.911)
H (21.087, 6.941, 27.234)
H (19.318, 9.023, 23.138)
H (18.954, 7.773, 22.005)
H (20.388, 8.845, 21.838)
C (19.334, -0.514, 23.463)
O (18.937, 0.782, 23.794)
C (19.292, 1.921, 23.182)
O (19.751, 2.059, 22.002)
O (18.945, 2.933, 23.912)
C (19.298, 4.282, 23.681)
H (20.287, -0.559, 22.935)
H (18.562, -0.897, 22.795)
H (19.563, -1.091, 24.359)
H (18.720, 4.841, 22.945)
H (20.312, 4.456, 23.320)
H (19.224, 4.760, 24.659)
C (22.759, 0.702, 16.483)
O (21.809, 1.632, 15.808)
C (20.860, 2.233, 16.523)
O (20.683, 2.194, 17.730)
O (20.145, 3.035, 15.582)
C (19.043, 3.806, 16.078)
H (22.957, 0.966, 17.523)
H (23.720, 0.720, 15.969)
H (22.475, -0.337, 16.322)
H (19.329, 4.852, 16.191)
H (18.695, 3.435, 17.042)
H (18.159, 3.731, 15.445)

Atom charges from the Löwdin analysis, given in e for atoms 1 to 2: 0.9510 -0.0576